Here is C34H21BrCl3F2N5O5STi as an isolated structure from OMol25. Energies are from ωB97M-V with the def2-TZVPD basis set.

For the max |F|, the calculation gives 0.0116 hartree/bohr. The value obtained for the energy above the lowest of the compared OMol25 structures with the same formula, charge and spin is 0.6345 eV. The lowest unoccupied orbital energy is -0.72 eV. For the gap between HOMO and LUMO, the calculation gives 7.64 eV. Its multiplicity is 1.

The geometry in XYZ format:
```
73
C34H21BrCl3F2N5O5STi (ωB97M-V with the def2-TZVPD basis set)
Ti 0.91718 0.01283 0.03146
H 3.41028 -0.59930 -2.00742
C 0.27770 -0.96793 -3.77256
H -0.10144 -2.01041 -6.97892
C -2.55654 3.44786 3.97916
C -1.68178 3.23081 1.75862
F 2.24129 -5.25851 -0.05833
C -0.18582 -1.99361 -5.90157
N -4.27214 5.07518 4.43182
C -3.43589 4.44490 3.54070
C 2.50837 -4.02569 -0.53980
N -2.28990 -0.53372 -0.90196
Cl 2.94453 1.63206 -0.59692
H -1.55111 -3.79426 -3.36909
C 3.86866 -2.66367 -1.88631
C -0.00138 -4.12702 1.26688
H 0.45594 -5.08397 1.08681
N -2.96095 1.74037 -0.70317
C -3.41690 4.82214 2.19139
O 0.68012 2.17798 1.35257
C 0.54062 -2.98096 0.68772
H 5.17821 3.04263 0.55784
H -3.44560 -1.76511 -2.06468
C 2.05066 -1.67373 -0.69342
C -2.54829 4.21777 1.30644
C -2.13475 0.71971 -0.45270
H -1.49451 -0.68545 1.82411
C -1.67542 -2.77339 2.30347
F 4.91042 -2.53269 -2.72180
C -1.10336 -1.68048 1.68443
O 2.08095 -0.08699 1.52200
H 5.15238 1.35147 4.50059
H -4.44011 4.63271 5.31750
C 3.10702 0.65114 1.87224
N -0.03558 -1.77685 0.88779
H -1.54034 -4.90669 2.52870
H 4.18266 -4.78391 -1.64709
C 3.12717 -1.54157 -1.55948
C 0.95950 0.12632 -3.01014
H -2.55024 3.15852 5.02283
C 0.40331 -0.98648 -5.15807
Cl 6.63667 3.25694 3.00490
C -4.23593 0.23992 -2.03602
O -0.48036 3.27771 -0.53508
H -0.54661 -1.95263 -2.05393
H -0.99359 2.09109 3.43648
H -2.53062 4.49566 0.26257
H -5.07639 0.04919 -2.68599
C -0.43067 -1.97590 -3.12798
C 3.58952 -3.91989 -1.38775
C 3.68939 1.55135 0.97275
H -4.08686 5.59910 1.84397
H -2.53920 -2.63778 2.93723
C 5.28418 2.26659 2.56488
Br -1.68843 -4.38102 -6.24890
H -4.65924 2.32449 -1.69190
H -5.04537 5.59871 4.06174
C 1.71910 -2.93609 -0.18235
C -3.99620 1.48906 -1.49152
O 0.53692 0.26662 -1.76506
Cl 2.96943 -0.45934 4.31679
C -1.68691 2.84873 3.09188
S -0.56691 2.47060 0.64514
C -0.88492 -2.99228 -5.24159
C 4.76406 2.35800 1.28282
N -1.03659 0.93753 0.35169
O 1.80359 0.83900 -3.49665
C 3.66272 0.61102 3.15554
C -1.11700 -4.02001 2.07539
C -1.00918 -2.99894 -3.86244
C 4.74127 1.40525 3.50330
C -3.33248 -0.75197 -1.69094
H 0.97169 -0.20269 -5.64060
```